Formula: C5H8N2O2
Source: the Open Molecules 2025 dataset
Level of theory: ωB97M-V/def2-TZVPD

```
17
Properties=species:S:1:pos:R:3:forces:R:3:lowdin_charge:R:1
C -1.4425 1.3737 -0.2109 -1.1 0.2 0.5 -0.29
C -0.6518 -1.6974 -1.0803 -0.7 -1.9 -0.2 -0.50
C -0.0333 1.4708 -0.8212 0.5 -1.7 0.9 -0.14
C -0.2102 -0.8196 0.0228 -1.2 1.6 -0.3 -0.30
C 0.1344 -1.6081 1.2126 -4.8 3.4 2.9 -0.01
N -2.0432 0.3473 0.2218 3.6 0.2 -0.8 0.18
N 0.6565 0.2511 -0.3006 -1.0 0.1 0.7 0.00
O -0.0899 -1.3177 -2.2277 -0.7 0.4 -1.0 0.13
O -1.2934 -2.7296 -0.9572 1.0 1.8 -0.2 0.11
H -1.9025 2.3483 -0.3739 -0.8 0.0 0.3 0.10
H -0.3386 1.4160 -1.8690 0.9 0.2 -0.4 0.11
H 0.6831 2.3049 -0.6056 -1.3 -0.3 -0.3 0.14
H -0.5267 -2.4544 1.2081 0.3 -0.6 0.4 0.09
H -0.1761 -0.8877 2.1452 0.5 -1.8 -1.8 0.15
H 1.1158 -1.7265 1.3774 3.7 -1.1 0.1 0.04
H 0.1034 -0.3706 -2.1075 0.6 -0.6 -0.5 0.08
H 0.9797 0.5448 0.6155 0.6 0.1 -0.2 0.12
```
Forces are in eV/Å.

## Properties
- E_LUMO (spin up / spin down): 0.0 / 0.0 eV
- HOMO energy (spin up / spin down): -9.180 / -9.181 eV
- Energy relative to the best compared isomer or geometry (same formula, charge and spin): 95.5 kcal/mol
- Frontier orbital gap (spin up / spin down): 9.18 / 9.18 eV
- Maximum force: 6.57 eV/A

Formula: C8H17NO
Source: the Open Molecules 2025 dataset
Level of theory: ωB97M-V/def2-TZVPD

```
27
Properties=species:S:1:pos:R:3:forces:R:3:lowdin_charge:R:1
C 0.8012 1.1332 3.2677 -0.1 -1.9 0.9 -0.07
N 0.0583 -0.2658 3.1189 2.3 3.7 -4.5 -0.03
C -0.1202 -0.6220 1.7660 1.0 0.6 1.6 -0.46
C -1.2612 -1.6481 1.6229 3.4 -1.7 2.1 0.01
O 0.4971 0.0061 0.8971 -1.3 -2.1 5.3 -0.12
H 0.7503 1.7360 2.1920 -0.2 -1.7 3.3 0.12
H 0.1112 1.5476 4.2268 2.7 -0.4 -2.7 0.12
H 2.0049 0.8026 3.4684 -3.5 1.6 -0.2 0.12
H -0.2707 -0.7623 3.8792 -0.8 -0.8 1.6 0.07
H -1.4355 -1.7942 2.7541 -1.0 -0.6 -2.4 0.10
H -1.0584 -2.5698 0.9865 0.2 1.0 1.2 0.12
H -1.9153 -1.1167 1.0513 -2.9 1.2 -0.7 0.02
C 0.7312 0.5226 -1.1259 0.6 4.5 -2.7 -0.27
C 1.0513 0.8575 -2.6697 1.1 1.2 0.4 -0.18
C -0.0795 0.1536 -3.4830 2.2 -0.9 -3.1 -0.26
C -1.1359 0.1276 -2.4490 -3.7 -0.1 -1.0 -0.28
C -0.4744 -0.3076 -1.1720 -0.5 -4.2 -1.2 -0.25
H 1.5510 0.1998 -0.5012 0.4 0.0 -1.3 0.10
H 0.4758 1.5940 -0.7896 0.2 -1.6 0.3 0.13
H 2.1343 0.5650 -2.7522 -1.1 0.2 -1.0 0.10
H 0.9741 2.0160 -2.8093 0.3 -2.1 0.1 0.12
H 0.2090 -0.9222 -3.7521 -0.2 1.0 1.0 0.11
H -0.3280 0.4133 -4.6622 0.4 0.5 3.3 0.15
H -1.9239 -0.5581 -2.9391 0.5 1.0 1.6 0.13
H -1.5759 1.1442 -2.1918 0.2 -0.9 -0.9 0.13
H -0.0547 -1.4103 -1.4733 -1.1 1.9 1.2 0.17
H -1.1084 -0.3740 -0.2377 0.7 0.4 -2.3 0.09
```
Forces are in eV/Å.

## Properties
- E_LUMO: 0.7 eV
- HOMO energy: -9.336 eV
- Energy relative to the best compared isomer or geometry (same formula, charge and spin): 146.5 kcal/mol
- Frontier orbital gap: 10.06 eV
- SMILES: CNC(C)=O.C1CCCC1
- Maximum force: 6.30 eV/A

Formula: C5H17NO2
Source: the Open Molecules 2025 dataset
Level of theory: ωB97M-V/def2-TZVPD

```
25
Properties=species:S:1:pos:R:3:forces:R:3:lowdin_charge:R:1
C -2.5832 0.3803 -0.0532 -0.7 -0.1 -0.1 -0.09
C -1.3713 -0.1823 -0.8113 0.3 1.7 0.1 -0.43
C -1.7978 -1.0141 -2.0344 -1.2 -0.1 1.0 -0.06
C -0.3598 -0.6808 0.2215 0.3 -1.9 -0.9 -0.20
C 0.8739 -1.3554 -0.3908 0.9 0.3 0.8 -0.28
N 1.7360 -0.4380 -1.1459 -0.2 -0.7 -0.1 0.02
H -3.0865 1.1900 -0.5873 0.0 -0.2 -0.2 0.08
H -3.3333 -0.3949 0.1354 0.1 -0.1 -0.1 0.08
H -2.3710 0.7848 0.9348 0.4 0.0 0.1 0.06
H -0.8805 0.7003 -1.2638 -0.1 0.0 0.2 0.12
H -2.8349 -0.6869 -2.2241 0.2 -0.5 0.0 0.07
H -1.3061 -0.7970 -2.9735 0.7 -0.2 0.1 0.07
H -1.8031 -2.0839 -1.7862 0.0 0.2 -0.4 0.08
H -0.0228 0.1664 0.8209 -0.1 -0.4 0.0 0.06
H -0.7229 -1.4893 0.8816 -0.7 0.6 -0.1 0.13
H 1.3901 -1.7739 0.4833 0.5 0.3 -0.2 0.10
H 0.7086 -2.2704 -0.9625 -0.7 0.2 -0.3 0.10
H 1.1971 0.3428 -1.4765 0.2 0.3 -0.1 0.04
H 2.5591 -0.1382 -0.6495 -0.1 0.2 0.2 0.06
O 2.5479 0.4627 2.4136 -0.9 -0.3 -0.4 -0.08
H 2.2010 1.3436 2.2114 0.3 0.0 0.1 0.00
H 1.7881 -0.0658 2.0873 0.8 0.2 0.4 0.02
O 0.6321 2.1686 1.2519 -0.6 0.7 -0.8 -0.06
H 0.6532 2.5425 0.3519 0.4 -0.1 0.5 0.07
H -0.3194 2.0253 1.3505 0.1 0.0 0.4 0.05
```
Forces are in eV/Å.

## Properties
- E_LUMO: 0.4 eV
- HOMO energy: -9.071 eV
- Energy relative to the best compared isomer or geometry (same formula, charge and spin): 22.4 kcal/mol
- Frontier orbital gap: 9.47 eV
- SMILES: CC(C)CCN.O.O
- Maximum force: 2.17 eV/A

Formula: C17H20FN5O
Source: the Open Molecules 2025 dataset
Level of theory: ωB97M-V/def2-TZVPD

```
44
Properties=species:S:1:pos:R:3:forces:R:3:lowdin_charge:R:1
C 4.6564 1.8289 -1.6502 0.2 0.1 0.1 -0.08
O 3.5420 1.4744 -2.4335 -0.3 -0.1 -0.2 -0.08
C 2.5698 0.7121 -1.8716 -0.2 -0.1 0.1 -0.27
C 2.5837 0.2231 -0.5691 0.4 0.1 -0.1 -0.02
C 1.5224 -0.5274 -0.1020 -0.2 0.0 -0.3 -0.03
C 0.4100 -0.8217 -0.8890 0.2 0.1 -0.1 -0.10
C -0.7000 -1.5698 -0.3198 -0.7 -0.3 0.0 -0.17
N -0.4628 -2.5765 0.5648 0.1 0.3 -0.3 0.02
N -1.5771 -3.1080 1.0528 -0.2 -0.5 0.6 0.03
C -2.5595 -2.4267 0.4998 0.4 0.1 -0.2 -0.12
C -2.0823 -1.4420 -0.3841 0.5 -0.2 -0.2 -0.16
C -2.9477 -0.4438 -1.0898 0.0 0.0 0.1 -0.17
N -3.2682 0.7491 -0.3177 -0.2 0.1 0.1 -0.06
C -2.1843 1.6939 -0.1392 -0.3 0.1 0.1 -0.17
C -1.2218 1.3731 0.9630 0.3 0.0 0.3 -0.29
C 0.0232 1.9710 1.2261 -0.1 -0.1 0.3 0.00
C 0.4925 1.3436 2.3602 -0.1 0.2 -0.1 -0.30
C 1.7476 1.5282 3.1328 -0.1 -0.1 0.0 -0.02
N -0.4479 0.4342 2.7084 0.4 0.4 -0.3 -0.16
C -0.4246 -0.4868 3.8052 0.0 -0.2 0.4 -0.02
N -1.4875 0.4540 1.8746 -0.7 -0.1 -0.3 0.14
C 0.4457 -0.3533 -2.2026 0.2 0.0 0.1 -0.21
F -0.5495 -0.6684 -3.0570 0.1 0.1 0.2 0.08
C 1.4873 0.4004 -2.6940 0.0 0.1 0.0 0.08
H 5.2840 2.4437 -2.2931 0.0 0.0 0.1 0.09
H 5.2209 0.9468 -1.3312 0.0 0.0 0.0 0.10
H 4.3605 2.4101 -0.7711 0.0 0.0 0.0 0.09
H 3.4090 0.4275 0.0935 0.1 0.0 0.0 0.10
H 1.5451 -0.8796 0.9181 -0.1 0.0 0.1 0.11
H 0.4328 -2.9680 0.8089 -0.2 0.0 -0.1 0.15
H -3.5798 -2.6517 0.7395 -0.2 -0.1 0.1 0.11
H -3.9022 -0.9265 -1.3255 0.1 0.0 -0.1 0.12
H -2.4946 -0.1172 -2.0258 -0.1 -0.1 0.0 0.10
H -3.6133 0.4772 0.5984 0.0 0.0 -0.1 0.10
H -1.6381 1.7902 -1.0833 -0.1 0.0 0.0 0.12
H -2.6385 2.6715 0.0775 0.2 -0.1 -0.1 0.12
H 0.5034 2.7438 0.6616 0.2 0.2 -0.1 0.11
H 2.3407 0.6126 3.1423 0.1 0.0 0.0 0.08
H 1.5292 1.7970 4.1665 0.1 0.0 0.1 0.08
H 2.3390 2.3213 2.6840 0.1 0.0 0.0 0.08
H -1.2522 -1.1800 3.6683 0.1 0.0 0.0 0.09
H 0.5149 -1.0428 3.8220 0.0 0.0 0.0 0.09
H -0.5423 0.0342 4.7588 0.0 0.0 0.0 0.09
H 1.4737 0.7462 -3.7145 0.0 0.0 -0.1 0.13
```
Forces are in eV/Å.

## Properties
- E_LUMO: 0.5 eV
- HOMO energy: -7.942 eV
- Energy relative to the best compared isomer or geometry (same formula, charge and spin): 0.0 kcal/mol
- Frontier orbital gap: 8.46 eV
- SMILES: COc1ccc(-c2[nH]ncc2CNCc2cc(C)n(C)n2)c(F)c1
- Maximum force: 0.86 eV/A

Formula: C4H9NOS
Source: the Open Molecules 2025 dataset
Level of theory: ωB97M-V/def2-TZVPD

```
16
Properties=species:S:1:pos:R:3:forces:R:3:lowdin_charge:R:1
C -0.2885 0.5252 0.4358 2.6 2.4 1.8 -0.11
C 0.5862 0.3990 1.7196 -0.4 1.3 0.0 0.01
C -0.9653 -0.2204 1.5566 -0.9 -1.2 -2.2 0.10
S 2.9632 -1.3589 2.9929 0.5 -0.3 0.3 0.40
C -1.9975 1.3480 -2.3102 1.3 -0.4 0.0 -0.25
N -2.8932 1.1135 -3.3963 -0.3 -0.3 -0.7 0.15
O -1.1353 0.6816 -2.8326 -0.6 0.5 0.6 0.09
H 0.9963 -2.8848 -7.0478 0.2 -0.4 -0.3 0.00
H 0.3397 0.2901 -0.4377 -1.1 -2.0 0.3 0.13
H 0.6452 1.1414 2.5232 -0.6 0.4 -0.7 0.12
H 1.3668 -0.3418 2.0673 -0.9 -0.4 -1.1 -0.10
H -1.3329 -1.1619 1.1680 0.4 -0.6 0.6 0.13
H -1.5543 0.1367 2.4060 0.4 0.4 -0.2 0.15
H -0.7175 1.4957 0.1215 0.0 0.0 1.2 0.12
H 1.2579 -3.4489 -7.4822 -0.2 0.4 0.3 0.00
H -2.4797 0.7266 -4.2675 -0.3 0.2 0.1 0.07
```
Forces are in eV/Å.

## Properties
- E_LUMO (spin up / spin down): -8.9 / -6.5 eV
- 2S+1: 2
- HOMO energy (spin up / spin down): -13.452 / -13.469 eV
- Energy relative to the best compared isomer or geometry (same formula, charge and spin): 285.2 kcal/mol
- Net charge: +1
- Frontier orbital gap (spin up / spin down): 4.59 / 6.96 eV
- Expectation value of S²: 1.76
- Maximum force: 3.97 eV/A

Formula: C22H28FN3O
Source: the Open Molecules 2025 dataset
Level of theory: ωB97M-V/def2-TZVPD

```
55
Properties=species:S:1:pos:R:3:forces:R:3:lowdin_charge:R:1
C -3.6625 -2.7316 -1.5946 0.0 0.1 0.1 -0.05
C -3.7379 -2.5097 -0.0840 -0.1 -0.1 0.0 -0.60
C -4.7550 -1.4075 0.2233 0.1 -0.2 -0.1 -0.05
C -4.1757 -3.8059 0.6037 0.1 0.2 -0.1 -0.06
C -2.3415 -2.1192 0.4527 -0.1 0.0 -0.2 -0.07
C -1.8932 -0.7612 -0.0543 0.0 -0.4 0.3 -0.49
O -1.4059 -0.5838 -1.1493 0.0 0.0 -0.3 0.09
N -2.0776 0.2446 0.8509 -0.1 0.3 0.3 0.11
C -1.9344 1.6145 0.5193 0.1 0.1 -0.2 -0.17
C -3.0235 2.4497 0.7304 0.0 0.1 0.0 -0.03
C -3.0028 3.7693 0.3237 -0.1 0.0 0.1 -0.10
C -1.8771 4.2559 -0.3217 0.0 0.0 0.0 -0.09
C -0.7740 3.4487 -0.4960 -0.1 -0.1 0.0 -0.01
C -0.7529 2.1183 -0.0548 -0.4 0.2 0.2 -0.17
N 0.4155 1.3968 -0.1463 0.3 -0.2 0.0 -0.10
C 1.2178 1.3607 -1.3429 0.2 0.1 -0.1 -0.13
C 2.6839 1.5916 -0.9751 -0.2 0.0 -0.2 -0.13
N 3.1028 0.5844 -0.0214 -0.5 0.0 0.0 -0.11
C 4.4246 0.1746 0.0270 0.5 -0.2 0.1 -0.23
C 5.1167 0.0118 1.2325 -0.3 0.1 -0.1 -0.02
C 6.4151 -0.4611 1.2550 0.3 -0.2 -0.3 -0.01
C 7.0429 -0.7680 0.0644 -0.1 0.0 0.1 -0.29
F 8.3182 -1.2256 0.0824 -0.1 0.0 0.0 0.04
C 6.3926 -0.6178 -1.1469 0.2 0.0 0.2 -0.01
C 5.0937 -0.1557 -1.1596 -0.1 0.1 0.1 -0.02
C 2.2942 0.6198 1.1747 -0.3 -0.2 0.0 -0.15
C 0.8192 0.3948 0.8008 0.3 0.1 0.4 -0.14
H -3.2473 -1.8573 -2.0886 0.0 0.0 -0.1 0.08
H -4.6532 -2.9238 -2.0001 -0.1 -0.1 0.0 0.09
H -3.0263 -3.5836 -1.8230 0.1 -0.1 -0.1 0.09
H -4.5005 -0.4886 -0.3005 0.0 0.2 0.0 0.08
H -5.7466 -1.7160 -0.1009 -0.1 0.0 0.0 0.09
H -4.8011 -1.2058 1.2928 0.0 0.1 0.1 0.08
H -5.1351 -4.1341 0.2105 -0.1 -0.1 0.0 0.08
H -3.4485 -4.5963 0.4327 0.1 -0.1 0.0 0.08
H -4.2787 -3.6609 1.6774 0.0 0.0 0.1 0.08
H -1.6200 -2.8608 0.1057 0.1 0.0 0.1 0.13
H -2.3525 -2.1269 1.5444 0.0 0.0 0.0 0.12
H -2.6841 0.0512 1.6352 0.1 -0.1 -0.1 0.14
H -3.9105 2.0408 1.1959 -0.1 -0.1 0.0 0.11
H -3.8602 4.4026 0.4901 -0.1 0.1 0.0 0.10
H -1.8518 5.2784 -0.6679 0.0 0.1 0.0 0.10
H 0.1127 3.8568 -0.9572 0.1 0.0 0.0 0.11
H 1.1135 0.3731 -1.8138 0.0 0.1 -0.1 0.13
H 0.8738 2.1153 -2.0481 0.0 0.0 0.0 0.12
H 2.7858 2.5942 -0.5259 0.0 0.0 -0.1 0.13
H 3.3071 1.5514 -1.8661 0.0 0.0 0.0 0.11
H 4.6508 0.2719 2.1694 -0.1 0.0 0.1 0.10
H 6.9440 -0.5809 2.1875 0.1 0.0 0.1 0.12
H 6.9005 -0.8729 -2.0637 0.1 0.0 -0.1 0.12
H 4.5824 -0.0711 -2.1055 -0.1 0.0 -0.1 0.11
H 2.3891 1.5853 1.6983 0.0 -0.1 0.0 0.13
H 2.6018 -0.1836 1.8445 0.0 0.0 0.0 0.12
H 0.7194 -0.6160 0.3796 0.0 0.0 0.1 0.13
H 0.2128 0.4694 1.7035 0.1 0.0 -0.1 0.13
```
Forces are in eV/Å.

## Properties
- E_LUMO: 0.6 eV
- HOMO energy: -7.531 eV
- Energy relative to the best compared isomer or geometry (same formula, charge and spin): 0.0 kcal/mol
- Frontier orbital gap: 8.14 eV
- SMILES: CC(C)(C)CC(=O)Nc1ccccc1N1CCN(c2ccc(F)cc2)CC1
- Maximum force: 0.55 eV/A